# C39H78O13

A cluster of 13 separate species, C39H78O13 in total in a non-equilibrium geometry (the ωB97M-V functional and the def2-TZVPD basis, the Open Molecules 2025 dataset).

XYZ file:
```
130
Properties=species:S:1:pos:R:3:lowdin_charge:R:1
C 4.503 1.341 -2.974 -0.0076
C 3.917 2.121 -4.112 -0.5159
O 2.971 2.861 -3.988 0.0617
C 4.677 2.067 -5.449 -0.0119
H 5.361 1.818 -2.499 0.0998
H 4.812 0.410 -3.450 0.0825
H 3.667 1.251 -2.281 0.0680
H 4.538 1.088 -5.908 0.0527
H 5.718 2.341 -5.275 0.0860
H 4.398 2.869 -6.132 0.0824
C 3.584 -1.370 -6.515 -0.0430
C 2.908 -1.316 -5.247 -0.5321
O 3.235 -2.142 -4.407 0.0669
C 1.761 -0.375 -5.132 0.0017
H 3.309 -2.280 -7.049 0.1045
H 4.631 -1.482 -6.234 0.1021
H 3.407 -0.533 -7.190 0.0871
H 2.057 0.663 -5.286 0.0796
H 1.276 -0.450 -4.159 0.0768
H 0.948 -0.745 -5.757 0.0819
C 3.077 3.256 1.093 -0.0136
C 3.660 4.395 1.901 -0.4930
O 3.437 5.551 1.607 0.0525
C 4.489 4.055 3.116 -0.0181
H 3.701 2.744 0.361 0.0788
H 2.250 3.674 0.519 0.0842
H 2.687 2.533 1.809 0.0601
H 3.969 3.189 3.526 0.0727
H 4.551 4.821 3.889 0.0861
H 5.499 3.769 2.820 0.0786
C -2.171 0.786 -5.043 -0.0208
C -2.093 -0.340 -4.057 -0.4545
O -2.007 -0.086 -2.844 0.0211
C -1.949 -1.741 -4.704 -0.0021
H -1.500 0.680 -5.895 0.0806
H -1.981 1.726 -4.525 0.0852
H -3.206 0.655 -5.358 0.0956
H -1.773 -2.462 -3.906 0.0781
H -1.116 -1.645 -5.400 0.0624
H -2.885 -2.050 -5.170 0.0817
C 3.037 -2.471 -0.935 -0.0132
C 2.251 -3.716 -1.166 -0.5098
O 2.629 -4.820 -0.797 0.0597
C 1.001 -3.591 -1.910 -0.0255
H 2.307 -1.733 -0.603 0.0634
H 3.441 -1.886 -1.761 0.0797
H 3.788 -2.600 -0.155 0.0831
H 0.943 -2.694 -2.525 0.0658
H 0.101 -3.579 -1.296 0.0878
H 0.960 -4.493 -2.520 0.0964
C -0.946 -0.305 0.826 -0.0069
C 0.242 0.478 0.367 -0.4698
O 1.086 0.624 1.237 0.0194
C 0.506 0.765 -1.103 0.0039
H -0.860 -0.453 1.903 0.0641
H -0.924 -1.259 0.299 0.0857
H -1.799 0.309 0.535 0.0863
H -0.012 1.652 -1.467 0.0815
H 0.169 -0.082 -1.700 0.0585
H 1.545 1.034 -1.294 0.0693
C -4.327 3.422 1.058 -0.0029
C -4.204 3.288 -0.479 -0.4739
O -5.015 2.689 -1.131 0.0567
C -2.850 3.608 -1.062 -0.0137
H -4.881 2.629 1.562 0.0567
H -4.916 4.288 1.360 0.0860
H -3.401 3.466 1.631 0.0509
H -2.830 3.039 -1.991 0.0720
H -1.987 3.384 -0.436 0.0712
H -2.963 4.642 -1.387 0.0911
C -0.747 3.130 2.945 -0.0136
C 0.323 3.758 3.784 -0.4530
O 0.795 3.104 4.747 0.0192
C 0.620 5.233 3.672 -0.0168
H -1.379 2.362 3.390 0.0824
H -0.249 2.680 2.086 0.0649
H -1.275 3.936 2.436 0.0686
H 1.664 5.383 3.949 0.0754
H -0.071 5.778 4.315 0.0971
H 0.553 5.573 2.639 0.0808
C -2.524 -3.876 1.946 -0.0151
C -3.666 -4.434 2.763 -0.4822
O -4.601 -3.768 3.139 0.0568
C -3.654 -5.897 3.153 -0.0223
H -1.778 -3.649 2.707 0.0664
H -2.786 -2.995 1.360 0.0616
H -2.005 -4.651 1.383 0.0872
H -3.115 -6.459 2.390 0.0698
H -4.597 -6.421 2.995 0.0826
H -3.276 -6.061 4.162 0.0908
C 4.045 -0.737 2.120 -0.0295
C 5.191 0.001 1.542 -0.4918
O 5.155 0.343 0.363 0.0319
C 6.350 0.412 2.416 -0.0042
H 4.336 -1.727 2.469 0.0999
H 3.322 -0.805 1.306 0.0461
H 3.642 -0.211 2.985 0.0954
H 6.155 1.416 2.794 0.0690
H 7.173 0.448 1.702 0.0884
H 6.493 -0.252 3.269 0.0857
C -5.463 -2.322 -2.197 -0.0239
C -4.554 -1.696 -1.247 -0.4725
O -3.518 -2.295 -0.917 0.0198
C -5.035 -0.396 -0.615 -0.0004
H -6.248 -1.576 -2.319 0.0718
H -5.906 -3.227 -1.781 0.1019
H -5.071 -2.483 -3.201 0.0863
H -5.920 0.004 -1.109 0.0751
H -4.224 0.307 -0.806 0.0685
H -5.288 -0.492 0.441 0.0808
C -3.509 -0.192 3.718 -0.0153
C -4.836 0.490 3.708 -0.4866
O -4.956 1.699 3.817 0.0515
C -6.062 -0.371 3.609 -0.0181
H -3.168 -0.570 4.682 0.0970
H -2.688 0.414 3.337 0.0535
H -3.509 -1.074 3.078 0.0633
H -6.830 0.389 3.468 0.0832
H -6.261 -0.966 4.500 0.0938
H -6.114 -1.070 2.774 0.0706
C 1.094 -3.127 2.554 0.0019
C 1.221 -2.662 4.005 -0.4515
O 1.732 -3.380 4.870 0.0339
C 0.528 -1.385 4.502 -0.0042
H 1.497 -4.129 2.406 0.0963
H 1.511 -2.351 1.912 0.0623
H 0.016 -3.102 2.393 0.0388
H 0.987 -0.529 4.006 0.0726
H 0.570 -1.373 5.591 0.0883
H -0.497 -1.433 4.133 0.0569
```

Values from the calculation:
Gap between HOMO and LUMO   9.59 eV
Net charge   0
Relative energy (zero: lowest compared OMol25 entry of this formula, charge and spin)   292.5 kJ/mol
E_tot   -2510.80073 a.u.
Strongest force on any atom   0.0834 hartree/bohr